Arrangement P

2 unconnected molecules or ions with the total composition C4H8N2. Source: the Open Molecules 2025 dataset; level of theory: ωB97M-V/def2-TZVPD.

CARTESIAN COORDINATES (ANGSTROEM)
C 3.224 0.203 -0.693
C -0.691 0.340 0.215
C -2.128 0.676 0.660
C -0.792 -1.109 -0.092
N 2.239 -0.389 -1.117
N 0.211 1.167 0.098
H 4.330 -0.099 -0.853
H 3.415 1.015 -0.003
H -2.077 0.938 1.669
H -2.879 -0.067 0.641
H -2.556 1.613 0.125
H -1.012 -1.275 -1.105
H 0.216 -1.378 -0.035
H -1.501 -1.636 0.489

Its LUMO energy (alpha / beta) is 0.041 / -0.267 eV. As for the spin multiplicity: 1. The orbital gap (alpha / beta) is 9.50 / 8.72 eV.

---

Arrangement Q

2 unconnected molecules or ions with the total composition C4H8N2. Source: the Open Molecules 2025 dataset; level of theory: ωB97M-V/def2-TZVPD.

CARTESIAN COORDINATES (ANGSTROEM)
C 2.368 0.177 -2.335
C 1.168 0.092 -2.233
C -0.038 -1.576 0.854
C -1.729 1.242 1.038
N 0.226 -0.279 0.742
N -0.261 0.936 0.885
H 3.376 -0.051 -2.518
H 0.911 -2.103 0.842
H -0.929 -2.096 0.897
H 0.136 -0.079 -2.110
H -2.157 1.067 2.001
H -1.930 2.270 0.840
H -2.380 0.572 0.459
H 1.238 -0.171 0.640

Its LUMO energy is 0.988 eV. As for the spin multiplicity: 1. The orbital gap is 8.67 eV.

---

So which one wins? Going from most stable to least: arrangement P, arrangement Q.

---

Arrangement P

A single C4H8N2 molecule. Source: the Open Molecules 2025 dataset; level of theory: ωB97M-V/def2-TZVPD.

CARTESIAN COORDINATES (ANGSTROEM)
C -0.630 -0.924 1.610
N -1.649 -1.009 0.572
C -0.226 -1.277 0.227
C 0.517 -0.390 -0.680
C 0.783 1.873 -1.323
N 0.819 0.891 -0.426
H -0.672 -1.712 2.360
H -0.370 0.056 2.010
H -1.881 -0.071 0.247
H -0.051 -2.329 0.012
H 0.546 -0.634 -1.736
H 0.215 1.662 -2.220
H 1.435 2.731 -1.224
H 1.117 1.130 0.518

Its LUMO energy (alpha / beta) is 0.903 / 0.948 eV. As for the spin multiplicity: 1. The orbital gap (alpha / beta) is 7.76 / 7.78 eV.

---

Arrangement Q

A single C4H8N2 molecule. Source: the Open Molecules 2025 dataset; level of theory: ωB97M-V/def2-TZVPD.

CARTESIAN COORDINATES (ANGSTROEM)
C 0.034 -0.516 1.294
N -0.807 0.843 0.742
C -0.801 0.824 -0.659
C 0.129 -0.196 -1.074
N 1.583 -0.233 -0.701
C 0.557 -1.068 0.011
H -0.710 -1.066 1.721
H 0.420 -0.491 2.250
H -0.334 1.849 1.123
H -0.797 1.908 -1.087
H -1.577 0.234 -1.175
H -0.161 -0.608 -2.116
H 1.932 0.603 -0.075
H 0.531 -2.081 -0.254

Its LUMO energy is 1.006 eV. As for the spin multiplicity: 1. The orbital gap is 9.53 eV.

---

Arrangement R

2 unconnected molecules or ions with the total composition C4H8N2. Source: the Open Molecules 2025 dataset; level of theory: ωB97M-V/def2-TZVPD.

CARTESIAN COORDINATES (ANGSTROEM)
C 1.067 -1.221 -0.579
N 0.425 -0.043 0.025
C 0.599 1.112 -0.570
C -0.297 -0.287 1.152
C -0.860 0.796 1.846
N -1.303 1.733 2.378
H 1.057 -1.110 -1.662
H 0.508 -2.113 -0.303
H 2.093 -1.301 -0.219
H 0.169 2.004 -0.133
H -2.072 0.498 -1.294
H 1.186 1.145 -1.476
H -0.321 -1.295 1.536
H -2.251 0.082 -0.700

Its LUMO energy is 0.414 eV. As for the spin multiplicity: 1. The orbital gap is 8.09 eV.

---

So which one wins? Going from most stable to least: arrangement R, arrangement P, arrangement Q.

---

Arrangement P

A single C4H8N2 molecule. Source: the Open Molecules 2025 dataset; level of theory: ωB97M-V/def2-TZVPD.

CARTESIAN COORDINATES (ANGSTROEM)
C -0.713 -0.133 1.231
N 0.056 -0.352 0.009
C 1.037 -1.431 0.024
C -0.042 0.467 -1.007
C -0.599 1.842 -1.009
N -0.970 2.453 0.026
H -0.228 -0.657 2.058
H -1.731 -0.512 1.100
H -0.784 0.961 1.365
H 1.866 -1.152 0.685
H 1.425 -1.596 -0.983
H 0.581 -2.352 0.395
H 0.559 0.178 -1.873
H -0.459 2.285 -2.023

Its LUMO energy (alpha / beta) is 0.245 / 0.071 eV. As for the spin multiplicity: 1. The orbital gap (alpha / beta) is 7.87 / 6.56 eV.

---

Arrangement Q

A single C4H8N2 molecule. Source: the Open Molecules 2025 dataset; level of theory: ωB97M-V/def2-TZVPD.

CARTESIAN COORDINATES (ANGSTROEM)
C -0.401 1.339 0.260
N -0.453 0.046 -0.402
C -1.209 -0.942 0.346
C 0.832 -0.417 -0.884
C 1.988 -0.145 0.008
N 2.883 0.126 0.689
H -1.399 1.589 0.630
H -0.094 2.117 -0.447
H 0.295 1.358 1.117
H -0.824 -1.138 1.362
H -1.226 -1.885 -0.210
H -2.245 -0.595 0.431
H 1.064 0.045 -1.851
H 0.791 -1.498 -1.048

Its LUMO energy is 0.852 eV. As for the spin multiplicity: 1. The orbital gap is 10.03 eV.

---

Arrangement R

2 unconnected molecules or ions with the total composition C4H8N2. Source: the Open Molecules 2025 dataset; level of theory: ωB97M-V/def2-TZVPD.

CARTESIAN COORDINATES (ANGSTROEM)
C 2.241 -1.183 -1.436
C 1.890 0.046 -1.124
N 1.602 1.208 -0.875
H 1.960 -1.589 -2.400
H 2.832 -1.784 -0.756
H 0.679 1.297 -0.420
C -1.433 1.432 1.443
N -0.964 0.757 0.484
C -1.330 -0.642 0.372
H -1.146 2.479 1.544
H -2.116 1.015 2.196
H -0.440 -1.251 0.565
H -1.642 -0.851 -0.656
H -2.133 -0.936 1.065

Its LUMO energy is 0.980 eV. As for the spin multiplicity: 1. The orbital gap is 9.56 eV.

---

So which one wins? Going from most stable to least: arrangement Q, arrangement R, arrangement P.

---

Arrangement P

2 unconnected molecules or ions with the total composition C4H8N2. Source: the Open Molecules 2025 dataset; level of theory: ωB97M-V/def2-TZVPD.

CARTESIAN COORDINATES (ANGSTROEM)
H -1.226 -1.074 1.177
N -1.559 -0.213 0.744
C -0.888 0.203 -0.257
C -1.056 -0.591 -1.711
H -0.962 1.246 -0.559
H -2.040 -0.262 -2.037
H -0.983 -1.664 -1.568
H -0.314 -0.251 -2.430
C 1.519 0.602 1.555
C 1.187 0.186 0.193
N 1.557 -0.315 -0.811
H 2.598 0.651 1.693
H 1.083 -0.102 2.265
H 1.084 1.583 1.746

Its LUMO energy (alpha / beta) is -0.084 / -0.085 eV. As for the spin multiplicity: 1. The orbital gap (alpha / beta) is 8.43 / 8.43 eV.

---

Arrangement Q

2 unconnected molecules or ions with the total composition C4H8N2. Source: the Open Molecules 2025 dataset; level of theory: ωB97M-V/def2-TZVPD.

CARTESIAN COORDINATES (ANGSTROEM)
C -0.409 0.637 -1.776
C -0.330 -0.017 -0.469
N 0.790 -0.164 0.101
C 0.862 -0.979 1.284
C -0.429 -1.165 1.972
N -1.482 -1.274 2.438
H -1.355 1.112 -2.064
H 0.472 1.179 -2.129
H -0.345 -0.438 -2.105
H -1.283 -0.446 -0.140
H 1.578 -0.529 1.978
H 1.254 -1.961 1.001
H 0.125 2.235 -0.266
H 0.553 1.810 0.175

Its LUMO energy is 1.014 eV. As for the spin multiplicity: 1. The orbital gap is 11.32 eV.

---

So which one wins? Going from most stable to least: arrangement Q, arrangement P.

---

Arrangement P

A single C4H8N2 molecule. Source: the Open Molecules 2025 dataset; level of theory: ωB97M-V/def2-TZVPD.

CARTESIAN COORDINATES (ANGSTROEM)
C 2.226 -0.582 -0.008
C 1.374 0.705 -0.063
N 0.173 0.847 -0.252
N -0.593 -0.498 -0.225
C -1.761 0.114 0.761
C -2.078 -0.106 -0.677
H 1.590 -1.314 0.420
H 2.639 -0.755 -1.021
H 2.986 -0.475 0.808
H 1.781 1.860 -0.148
H -2.201 -0.698 1.342
H -1.657 1.112 1.262
H -1.910 0.726 -1.357
H -2.568 -0.935 -0.843

Its LUMO energy is 1.227 eV. As for the spin multiplicity: 1. The orbital gap is 10.24 eV.

---

Arrangement Q

A single C4H8N2 molecule. Source: the Open Molecules 2025 dataset; level of theory: ωB97M-V/def2-TZVPD.

CARTESIAN COORDINATES (ANGSTROEM)
C -0.225 0.915 -1.940
N -0.030 0.289 -0.632
C 0.264 -1.061 -0.358
N 0.331 -1.413 0.873
C 0.127 -0.201 1.680
C -0.318 0.944 0.647
H -1.317 1.132 -2.173
H 0.347 1.885 -2.044
H 0.103 0.126 -2.631
H 0.474 -1.668 -1.218
H 1.013 0.102 2.208
H -0.644 -0.346 2.457
H -1.416 1.174 0.833
H 0.247 1.877 0.712

Its LUMO energy is 0.921 eV. As for the spin multiplicity: 1. The orbital gap is 9.07 eV.

---

Arrangement R

A single C4H8N2 molecule. Source: the Open Molecules 2025 dataset; level of theory: ωB97M-V/def2-TZVPD.

CARTESIAN COORDINATES (ANGSTROEM)
C -0.281 1.296 0.552
N -0.362 0.044 -0.191
C -1.475 -0.848 0.088
C 0.693 -0.354 -0.900
C 2.065 -0.053 -0.433
N 2.890 0.734 -0.052
H -1.134 1.366 1.230
H -0.297 2.147 -0.134
H 0.657 1.339 1.120
H -1.377 -1.281 1.093
H -1.483 -1.662 -0.641
H -2.423 -0.307 0.026
H 0.563 -1.191 -1.579
H 1.966 -1.230 -0.179

Its LUMO energy (alpha / beta) is 0.359 / 0.358 eV. As for the spin multiplicity: 1. The orbital gap (alpha / beta) is 7.64 / 7.64 eV.

---

So which one wins? Going from most stable to least: arrangement Q, arrangement R, arrangement P.

---

Arrangement P

A single C4H8N2 molecule. Source: the Open Molecules 2025 dataset; level of theory: ωB97M-V/def2-TZVPD.

CARTESIAN COORDINATES (ANGSTROEM)
C 0.128 -1.493 0.432
N -0.048 -0.357 -0.455
C 1.181 0.343 -0.782
C -1.152 0.520 -0.169
C -0.935 1.531 0.906
N -0.758 2.337 1.717
H 0.580 -2.315 -0.135
H -0.847 -1.841 0.788
H 0.761 -1.293 1.311
H 1.497 1.054 0.001
H 1.054 0.897 -1.719
H 1.984 -0.386 -0.924
H -2.028 -0.075 0.107
H -1.416 1.078 -1.076

Its LUMO energy is 0.839 eV. As for the spin multiplicity: 1. The orbital gap is 9.97 eV.

---

Arrangement Q

A single C4H8N2 molecule. Source: the Open Molecules 2025 dataset; level of theory: ωB97M-V/def2-TZVPD.

CARTESIAN COORDINATES (ANGSTROEM)
C -3.262 0.045 0.111
C -1.959 0.372 -0.104
C -0.690 -0.427 -0.290
N 0.429 0.229 -0.252
N 1.608 -0.366 -0.217
C 2.774 0.404 0.078
H -3.916 0.888 0.186
H -3.685 -1.035 0.213
H -1.804 1.398 -0.192
H -0.724 -1.566 -0.304
H 1.700 -1.381 0.181
H 2.637 0.786 1.102
H 3.551 -0.449 0.119
H 3.340 1.103 -0.633

Its LUMO energy is 1.082 eV. As for the spin multiplicity: 1. The orbital gap is 9.06 eV.

---

Arrangement R

A single C4H8N2 molecule. Source: the Open Molecules 2025 dataset; level of theory: ωB97M-V/def2-TZVPD.

CARTESIAN COORDINATES (ANGSTROEM)
C -0.296 1.330 0.512
N -0.393 0.049 -0.172
C -1.521 -0.811 0.163
C 0.649 -0.432 -0.811
C 2.094 -0.184 -0.495
N 2.469 0.439 0.520
H -1.170 1.468 1.153
H -0.253 2.137 -0.224
H 0.660 1.326 1.068
H -1.464 -1.055 1.231
H -1.454 -1.739 -0.407
H -2.474 -0.317 -0.042
H 0.447 -1.354 -1.361
H 2.706 -0.856 -1.135

Its LUMO energy (alpha / beta) is 0.202 / 0.059 eV. As for the spin multiplicity: 1. The orbital gap (alpha / beta) is 8.23 / 6.74 eV.

---

Arrangement S

A single C4H8N2 molecule. Source: the Open Molecules 2025 dataset; level of theory: ωB97M-V/def2-TZVPD.

CARTESIAN COORDINATES (ANGSTROEM)
C 1.037 0.823 1.215
C -0.329 0.647 0.557
C -0.481 -0.641 -0.277
N -1.552 -0.481 -1.250
C 0.804 -1.058 -0.901
N 1.780 -1.411 -1.413
H 1.809 1.025 0.466
H 1.342 -0.074 1.767
H 1.021 1.661 1.918
H -1.124 0.630 1.310
H -0.543 1.503 -0.094
H -0.764 -1.461 0.393
H -1.273 0.194 -1.957
H -1.728 -1.357 -1.735

Its LUMO energy is 0.901 eV. As for the spin multiplicity: 1. The orbital gap is 11.26 eV.

---

So which one wins? Going from most stable to least: arrangement S, arrangement P, arrangement Q, arrangement R.

---

Arrangement P

A molecular structure, C4H8N2. Source: the Open Molecules 2025 dataset; level of theory: ωB97M-V/def2-TZVPD.

CARTESIAN COORDINATES (ANGSTROEM)
C -0.304 1.780 -1.958
C -0.017 0.328 -1.942
C 0.243 -0.425 -0.803
C 0.231 -1.018 1.597
H 0.428 2.388 -2.871
H -1.614 1.950 -2.288
H 0.013 2.168 -0.755
H -0.011 -0.233 -2.910
H 0.588 -1.476 -1.081
H -0.388 0.694 0.783
H 0.658 -1.964 1.147
H -0.051 -1.605 3.348
N 0.100 -0.131 0.531
N -0.177 -0.715 2.793

Its LUMO energy is 0.930 eV. As for the spin multiplicity: 1. The orbital gap is 8.98 eV.

---

Arrangement Q

A molecular structure, C4H8N2. Source: the Open Molecules 2025 dataset; level of theory: ωB97M-V/def2-TZVPD.

CARTESIAN COORDINATES (ANGSTROEM)
C 0.830 0.099 -2.099
C -0.639 -0.717 2.128
C -0.058 -0.203 0.878
C -0.406 0.914 -0.033
N 0.929 -0.660 0.167
N 0.916 0.412 -0.675
H 1.741 -0.422 -2.411
H -0.020 -0.550 -2.339
H 0.744 1.022 -2.680
H 0.033 -1.448 2.582
H -0.795 0.108 2.829
H -1.600 -1.194 1.924
H -0.407 1.912 0.407
H -1.266 0.725 -0.677

Its LUMO energy is 0.996 eV. As for the spin multiplicity: 1. The orbital gap is 9.40 eV.

---

So which one wins? Going from most stable to least: arrangement Q, arrangement P.

---

Arrangement P

A single C4H8N2 molecule. Source: the Open Molecules 2025 dataset; level of theory: ωB97M-V/def2-TZVPD.

CARTESIAN COORDINATES (ANGSTROEM)
C -0.477 1.341 0.245
N -0.307 -0.026 -0.261
C -1.090 -0.917 0.650
C 0.917 -0.366 -1.218
C 1.986 -0.435 -0.229
N 2.556 -0.424 0.778
H -1.539 1.643 0.162
H 0.114 2.038 -0.343
H -0.215 1.515 1.313
H -0.868 -0.806 1.737
H -1.003 -1.976 0.416
H -2.174 -0.668 0.583
H 1.199 0.397 -2.011
H 0.901 -1.315 -1.822

Its LUMO energy is 0.750 eV. As for the spin multiplicity: 1. The orbital gap is 9.30 eV.

---

Arrangement Q

A single C4H8N2 molecule. Source: the Open Molecules 2025 dataset; level of theory: ωB97M-V/def2-TZVPD.

CARTESIAN COORDINATES (ANGSTROEM)
C 1.576 -0.745 -0.396
C 0.208 -0.817 0.362
N -0.951 -0.847 -0.610
N -2.012 -0.586 0.342
C -0.763 0.298 0.182
C -0.640 1.719 -0.016
H 2.492 -0.787 0.273
H 1.747 0.270 -0.784
H 1.845 -1.530 -1.129
H 0.155 -1.680 0.967
H -1.981 -1.351 1.126
H -0.004 1.769 -0.957
H -0.002 2.116 0.901
H -1.669 2.171 -0.259

Its LUMO energy is 1.065 eV. As for the spin multiplicity: 1. The orbital gap is 10.50 eV.

---

So which one wins? Going from most stable to least: arrangement P, arrangement Q.